Here is a cluster of 2 separate species, Cl3H3Si2 in total at a distorted geometry from the Open Molecules 2025 dataset. Energies are from the ωB97M-V functional and the def2-TZVPD basis.

Cartesian coordinates (Å):
Si 0.7403 0.8899 0.3434
Si -0.4414 -1.0339 -0.2871
Cl -1.7459 2.3521 1.2199
Cl 0.4376 -2.7376 0.3180
Cl -0.4297 -0.9461 -2.3218
H 1.4962 1.0976 -0.9176
H 1.6178 1.3081 1.3978
H -1.6749 -0.9300 0.2473

Output
Charge ... 0
DFT total energy ... -1961.3823 hartree
ΔE to the lowest compared entry with this formula, charge and spin ... 62.44 kcal per mole
Frontier orbital gap ... 0.2858 Ha